1.
{
  "formula": "H4OS2",
  "method": "wB97M-V/def2-TZVPD",
  "e_homo_ev": -9.736,
  "smiles": "SS.O",
  "multiplicity": 1,
  "lumo_ev": 0.36,
  "e_tot_ha": -873.99496,
  "total_charge": 0,
  "homo_lumo_gap_ev": 10.10,
  "elements": ["S", "S", "O", "H", "H", "H", "H"],
  "xyz": [[0.000000, 0.000000, 0.000000], [-1.086110, 0.810597, 1.504404], [-0.035427, 3.587422, -1.933730], [-0.722896, 2.885369, -1.986308], [-0.920871, -0.772863, -0.614149], [-1.407923, 1.989202, 0.930107], [-0.449863, 4.300716, -1.397327]],
  "forces_ev_per_a": [[0.39, -0.26, -0.51], [-0.37, 0.27, 0.29], [-1.16, 0.03, 0.54], [0.74, 0.72, 0.07], [-0.06, 0.17, 0.19], [0.03, -0.17, 0.02], [0.42, -0.77, -0.60]]
}

***

2.
{
  "formula": "C5H13NS",
  "method": "wB97M-V/def2-TZVPD",
  "e_homo_ev": [1.280, -4.500],
  "multiplicity": 2,
  "lumo_ev": [3.26, 3.20],
  "e_tot_ha": -651.16794,
  "total_charge": -1,
  "homo_lumo_gap_ev": [1.98, 7.70],
  "elements": ["S", "N", "C", "C", "C", "C", "C", "H", "H", "H", "H", "H", "H", "H", "H", "H", "H", "H", "H", "H"],
  "xyz": [[0.196032, -0.388689, 2.345043], [0.300398, -0.352096, -3.579944], [-1.462780, -1.033824, 2.664126], [0.072201, 2.097984, -0.665249], [0.524088, -1.301171, 0.822997], [-0.151650, 0.555969, -2.616842], [0.615977, 1.247478, -1.784341], [-0.321585, -1.230238, 0.129716], [1.193032, -0.758985, -3.333619], [-0.395795, -1.052921, -3.799911], [-1.737081, -0.739209, 3.674146], [0.213972, 3.166520, -0.864794], [-0.999121, 1.934464, -0.563696], [1.695795, 1.183620, -1.865796], [1.414250, -0.921042, 0.321507], [-1.229103, 0.648721, -2.582297], [0.719486, -2.352951, 1.033940], [-2.184436, -0.626049, 1.955609], [0.575945, 1.861036, 0.272044], [-1.448150, -2.118861, 2.577705]],
  "forces_ev_per_a": [[0.00, 0.04, 0.03], [-0.08, 0.53, -0.10], [0.17, 0.08, -0.13], [0.14, 0.17, -0.56], [0.02, -0.31, -0.29], [0.12, -0.47, -0.17], [-0.04, 0.40, 0.32], [0.11, 0.10, 0.06], [-0.06, -0.22, -0.07], [0.12, -0.19, 0.05], [-0.08, -0.05, 0.10], [0.08, 0.03, 0.09], [-0.06, -0.05, 0.20], [0.00, -0.13, 0.01], [-0.05, 0.22, 0.06], [-0.05, 0.01, 0.15], [-0.12, -0.10, 0.11], [0.02, -0.03, -0.01], [-0.18, -0.02, 0.10], [-0.07, -0.01, 0.07]]
}

***

3.
{
  "formula": "C4H13N2S",
  "method": "wB97M-V/def2-TZVPD",
  "e_homo_ev": [-8.474, -8.457],
  "multiplicity": 2,
  "lumo_ev": [0.35, -0.51],
  "e_tot_ha": -667.69140,
  "total_charge": 0,
  "homo_lumo_gap_ev": [8.83, 7.95],
  "elements": ["S", "N", "N", "C", "C", "C", "C", "H", "H", "H", "H", "H", "H", "H", "H", "H", "H", "H", "H", "H"],
  "xyz": [[2.026864, 0.383976, -0.554727], [-2.022881, -0.675532, -1.537250], [-2.116280, 0.434969, 0.803591], [-0.873972, 0.680280, 0.140139], [0.224154, 0.521836, 1.273440], [1.511893, -0.147529, 1.058755], [-0.740397, -0.474736, -0.913759], [0.017655, -0.142204, -1.606031], [1.139790, 1.693086, 0.047593], [-2.811199, -0.664708, -0.913027], [2.173803, 0.135927, 1.874554], [0.274450, 1.465785, 1.848650], [-2.406135, -1.713060, 1.957882], [-1.939075, -2.290696, 1.849989], [-0.400088, -1.395010, -0.407087], [-0.224322, -0.193505, 1.998567], [1.321206, -1.221534, 1.198222], [-2.077983, -1.396016, -2.238840], [-0.786189, 1.629691, -0.398986], [-2.586961, 1.206410, 1.281688]],
  "forces_ev_per_a": [[-0.08, 3.61, 1.18], [-0.20, 0.63, -0.89], [-0.70, 0.11, 0.25], [0.50, -1.57, 0.01], [-3.20, -0.25, 2.36], [0.42, -1.06, 0.22], [-0.73, 0.13, 0.67], [-0.36, -0.40, -0.42], [2.76, -2.12, -2.55], [0.12, -0.32, 0.18], [0.34, 0.08, -0.18], [0.35, -0.15, -0.43], [0.25, -0.30, -0.08], [-0.21, 0.07, 0.14], [0.24, 0.24, 0.03], [-0.55, 0.71, -0.04], [0.55, 0.10, -0.70], [0.09, -0.03, 0.17], [-0.23, 0.13, 0.25], [0.64, 0.40, -0.18]]
}

***

4.
{
  "formula": "C45H66MoN4O3",
  "method": "wB97M-V/def2-TZVPD",
  "e_homo_ev": [-12.815, -12.925],
  "multiplicity": 3,
  "lumo_ev": [-6.28, -6.01],
  "e_tot_ha": -2266.85174,
  "total_charge": 2,
  "homo_lumo_gap_ev": [6.53, 6.91],
  "elements": ["Mo", "O", "O", "O", "N", "N", "N", "N", "C", "C", "C", "C", "C", "C", "C", "C", "C", "C", "C", "C", "C", "C", "C", "C", "C", "C", "C", "C", "C", "C", "C", "C", "C", "C", "C", "C", "C", "C", "C", "C", "C", "C", "C", "C", "C", "C", "C", "C", "C", "C", "C", "C", "C", "H", "H", "H", "H", "H", "H", "H", "H", "H", "H", "H", "H", "H", "H", "H", "H", "H", "H", "H", "H", "H", "H", "H", "H", "H", "H", "H", "H", "H", "H", "H", "H", "H", "H", "H", "H", "H", "H", "H", "H", "H", "H", "H", "H", "H", "H", "H", "H", "H", "H", "H", "H", "H", "H", "H", "H", "H", "H", "H", "H", "H", "H", "H", "H", "H", "H"],
  "xyz": [[0.307707, -0.509324, -0.421698], [1.951421, 0.202683, -0.966451], [-1.322828, -1.138261, 0.338638], [-0.582893, -0.375936, -2.260817], [-1.446132, -3.158840, -4.134962], [1.037815, -0.450072, 1.735097], [-0.760819, -2.559370, -3.094923], [-0.300054, 1.494659, 0.095553], [-6.815422, 0.679365, 3.107753], [-3.232830, -1.419996, 1.796455], [-4.373564, 0.632501, 2.566719], [-0.219319, -3.324169, -2.030634], [4.296083, -1.054148, -1.562127], [4.409995, 5.326464, -0.826455], [0.251259, 0.651593, 2.371989], [-2.859895, -2.488838, -6.048265], [-1.797476, 1.594267, -0.030417], [-2.594992, 0.762259, 0.940201], [5.846541, 0.201250, -0.080290], [0.744634, -1.690997, 2.498679], [0.763420, -2.782437, -1.207505], [-5.489117, 2.775680, 3.319517], [2.490698, -0.162047, 1.855565], [2.385867, 3.800691, -0.859219], [-2.110526, -2.187023, -4.799793], [-5.437282, 1.255615, 3.469621], [4.013585, 5.965827, 0.512693], [-0.056005, -5.389976, -0.822310], [-2.398375, -0.621845, 1.013416], [-1.921364, -0.981674, -4.169226], [1.005553, -4.898345, -0.077019], [-0.667972, -4.611923, -1.794003], [0.295600, 2.428165, -0.942386], [0.173240, 1.862591, 1.469029], [-4.185435, -0.744191, 2.561400], [5.935900, 5.268162, -0.904485], [4.521855, 2.779612, -1.071197], [-2.827811, -3.411183, 3.287044], [-5.111833, 0.917484, 4.932875], [-2.287976, -3.626158, 0.865392], [3.775938, 3.939088, -0.920247], [-1.054906, -1.219508, -3.103273], [-3.226353, -2.960754, 1.874079], [-4.643380, -3.478321, 1.562957], [4.955988, 0.311048, -1.327000], [-3.564604, 1.377531, 1.712540], [2.598741, 1.411830, -1.027569], [1.796800, 2.556293, -0.919990], [3.979303, 1.490066, -1.140879], [3.894694, 6.197642, -1.982342], [5.837853, 0.593865, -2.556876], [1.412029, -3.593367, -0.282667], [-0.906525, -4.349058, -4.813723], [-1.237592, -3.406078, 1.056759], [2.760786, -0.093301, 2.911691], [-0.499836, 2.604208, 1.902679], [6.476403, 1.466699, -2.418724], [-7.586102, 1.137509, 3.731863], [-1.801729, -3.116890, 3.525356], [3.061109, -0.966024, 1.395243], [1.286071, -1.878850, -1.524068], [1.152770, 2.322641, 1.365220], [-5.371797, -3.194326, 2.322815], [-5.117740, -0.160735, 5.111276], [-3.690375, 2.451559, 1.631771], [6.584302, -0.593636, -0.215255], [-4.537977, 3.244411, 3.588942], [-0.292634, -1.972070, 2.357219], [-4.128437, 1.304607, 5.213664], [2.745962, 0.768825, 1.357951], [0.720722, 0.927682, 3.318686], [6.279227, 4.858942, -1.858782], [6.363393, 4.673495, -0.092295], [-4.823634, -1.341853, 3.200379], [-2.421389, -4.710147, 0.929821], [-5.754488, 3.076018, 2.301654], [-2.065111, 2.643998, 0.093267], [-6.252367, 3.176934, 3.987985], [4.476133, 6.951153, 0.605318], [2.931721, 6.099397, 0.595183], [-0.039868, 2.046111, -1.905236], [-4.631605, -4.569783, 1.517632], [-4.994132, -3.098047, 0.600338], [5.253936, -0.034005, 0.808843], [1.752001, 4.678872, -0.774364], [6.338804, 6.278147, -0.817706], [2.256531, -3.191093, 0.263139], [5.597055, 2.869857, -1.133576], [-0.151559, 3.413036, -0.804336], [-0.412084, -6.399479, -0.656652], [4.350128, 5.353059, 1.353717], [-3.482893, -2.982171, 4.047974], [0.933080, -1.516945, 3.560164], [4.144821, 5.752467, -2.948851], [6.386605, 1.129928, 0.113090], [-0.303210, -4.932243, -4.129981], [-2.891647, -4.499924, 3.365376], [-3.615689, -3.255240, -5.868086], [-2.193177, -2.852402, -6.833567], [-0.738973, 0.269332, 2.592387], [3.772960, -1.415367, -0.674929], [5.226669, 0.758697, -3.447495], [-5.855379, 1.367844, 5.594675], [3.597940, -1.031166, -2.401067], [-2.523785, -3.316643, -0.156782], [2.811194, 6.334265, -1.939398], [6.490950, -0.261021, -2.743431], [5.079168, -1.777037, -1.798773], [-1.736300, -4.959112, -5.158275], [-2.332365, -0.023961, -4.444263], [-1.501492, -5.010889, -2.357381], [-2.028181, 1.311995, -1.056749], [-7.060149, 0.880587, 2.061702], [4.355007, 7.186848, -1.934161], [-0.287274, -4.054640, -5.660210], [-3.352585, -1.589970, -6.408184], [1.511334, -5.525691, 0.644469], [-6.859676, -0.400979, 3.266113], [1.389621, -2.495876, 2.159748]],
  "forces_ev_per_a": [[-1.25, 1.16, 0.76], [0.71, 0.11, -0.34], [-0.40, -0.21, 0.15], [0.03, -0.16, 0.19], [-0.03, -0.20, -0.02], [-0.02, -0.02, -0.05], [0.14, 0.01, 0.09], [0.17, 0.11, -0.06], [-0.01, -0.01, -0.03], [-0.12, -0.22, 0.12], [0.02, 0.00, -0.02], [-0.34, 0.08, -0.01], [0.02, -0.02, -0.02], [-0.01, -0.02, 0.00], [0.09, -0.03, -0.12], [0.00, -0.01, 0.02], [0.11, -0.11, 0.16], [0.17, 0.14, -0.14], [0.02, 0.01, 0.02], [0.10, 0.12, 0.02], [0.56, -0.48, -0.38], [-0.01, 0.04, -0.01], [-0.09, -0.03, 0.09], [0.02, 0.13, -0.02], [-0.15, -0.04, -0.18], [0.00, -0.04, 0.00], [-0.01, 0.01, 0.04], [0.01, -0.08, 0.01], [0.29, 0.08, -0.21], [-0.06, 0.14, -0.12], [0.01, 0.00, 0.03], [-0.17, -0.13, 0.01], [0.03, -0.10, 0.19], [-0.08, -0.06, -0.13], [-0.05, -0.07, 0.08], [0.02, -0.02, -0.01], [0.09, 0.04, 0.00], [0.00, 0.01, 0.03], [0.02, 0.00, 0.02], [-0.05, -0.07, -0.01], [-0.01, -0.01, -0.02], [0.21, 0.05, 0.10], [0.04, 0.10, -0.03], [-0.02, 0.04, 0.00], [-0.06, 0.08, 0.00], [-0.09, 0.05, 0.05], [-0.35, -0.27, 0.05], [-0.24, -0.09, 0.05], [0.23, -0.10, 0.00], [-0.02, -0.01, -0.03], [0.00, 0.04, -0.02], [0.02, 0.02, 0.26], [0.08, 0.14, -0.08], [-0.07, -0.05, -0.03], [0.00, -0.02, 0.02], [-0.03, 0.04, -0.02], [-0.04, -0.02, -0.01], [0.04, -0.03, -0.03], [-0.05, -0.01, 0.01], [-0.01, 0.00, -0.02], [0.53, -0.17, -0.49], [0.05, 0.04, -0.03], [0.04, 0.02, -0.03], [0.00, 0.07, -0.01], [0.01, -0.07, 0.02], [-0.04, 0.03, 0.01], [-0.05, -0.02, -0.01], [-0.06, 0.02, -0.01], [-0.05, -0.02, 0.00], [0.00, 0.02, 0.02], [0.04, 0.01, 0.05], [-0.02, 0.02, 0.06], [-0.02, 0.04, -0.04], [0.01, 0.01, -0.02], [-0.01, 0.06, 0.01], [0.02, -0.02, 0.06], [-0.02, 0.07, 0.02], [0.03, 0.00, -0.03], [-0.03, -0.05, 0.00], [0.06, -0.01, 0.00], [-0.06, -0.03, -0.09], [0.00, 0.05, 0.02], [0.01, -0.03, 0.03], [0.04, 0.02, -0.03], [0.06, -0.06, 0.00], [-0.01, -0.03, -0.01], [0.02, -0.02, -0.04], [-0.04, 0.00, 0.00], [-0.03, 0.06, 0.06], [0.02, 0.04, -0.01], [-0.02, 0.04, -0.04], [0.04, -0.03, -0.04], [0.02, 0.00, 0.03], [-0.01, 0.03, 0.05], [-0.02, -0.05, -0.01], [-0.01, 0.03, 0.00], [0.00, 0.06, -0.01], [0.02, 0.02, -0.01], [0.00, 0.03, 0.04], [-0.09, -0.05, 0.02], [0.00, 0.01, -0.04], [0.03, -0.02, 0.03], [0.04, -0.03, -0.04], [0.02, -0.01, 0.01], [0.01, -0.03, 0.09], [0.06, -0.01, 0.00], [-0.01, 0.04, 0.01], [-0.01, 0.02, 0.02], [-0.04, 0.00, 0.01], [0.02, -0.09, 0.01], [0.04, 0.01, 0.08], [0.00, -0.03, -0.09], [0.00, -0.01, 0.05], [-0.03, -0.04, 0.00], [0.00, 0.04, -0.02], [0.00, -0.01, 0.00], [-0.02, 0.01, -0.02], [0.01, 0.07, -0.01], [0.02, -0.01, 0.00]]
}